1.
This record from OMol25 describes 2 unconnected molecules or ions with the total composition CBr2ClNO2. The level of theory is ωB97M-V/def2-TZVPD.

Computed properties:
- net charge = 0
- HOMO (spin up / spin down) (eV) = -10.0 / -11.1
- spin multiplicity = 1
- energy above the lowest of the compared OMol25 structures with the same formula, charge and spin (kcal/mol) = 46.0

Last columns: bonded neighbours and bond lengths (Å).
Positions of all 7 atoms, in Å:
1 C -0.529 -0.407 0.017  N2 1.498, Cl5 1.715, Br6 1.961
2 N 0.010 0.957 -0.291  C1 1.498, O3 1.220, O4 1.172
3 O 0.146 1.711 0.660  N2 1.220
4 O 0.249 1.197 -1.412  N2 1.172
5 Cl -1.080 -1.232 -1.382  C1 1.715
6 Br -1.101 -0.751 1.861  C1 1.961
7 Br 2.305 -1.476 0.548  no bonds


2.
This record from OMol25 describes 2 unconnected molecules or ions with the total composition C3H4I2. The level of theory is ωB97M-V/def2-TZVPD.

Computed properties:
- net charge = 0
- HOMO (spin up / spin down) (eV) = -9.0 / -8.8
- spin multiplicity = 1
- energy above the lowest of the compared OMol25 structures with the same formula, charge and spin (kcal/mol) = 98.2

Last columns: bonded neighbours and bond lengths (Å).
Positions of all 9 atoms, in Å:
1 C -0.638 0.182 -0.019  C3 1.253, H6 1.092
2 C 2.084 -0.360 0.394  I4 2.138, H7 1.060, H8 1.045
3 C -1.692 -0.446 -0.275  C1 1.253, I5 2.203, H9 1.060
4 I 2.751 1.579 -0.214  C2 2.138
5 I -3.688 0.482 -0.201  C3 2.203
6 H -0.135 1.142 0.110  C1 1.092
7 H 1.649 -0.915 -0.397  C2 1.060
8 H 1.528 -0.247 1.271  C2 1.045
9 H -1.860 -1.416 -0.669  C3 1.060


3.
This record from OMol25 describes 7 unconnected molecules or ions with the total composition C10H34O10. The level of theory is ωB97M-V/def2-TZVPD.

Computed properties:
- net charge = 0
- structure (SMILES) = OCCO.OCCO.OCCO.CO.CO.CO.CO
- HOMO (eV) = -9.6
- spin multiplicity = 1
- energy above the lowest of the compared OMol25 structures with the same formula, charge and spin (kcal/mol) = 5.6

Last columns: bonded neighbours and bond lengths (Å).
Positions of all 54 atoms, in Å:
1 O 6.830 6.865 9.881  C2 1.448, H5 0.950
2 C 7.622 6.310 10.959  O1 1.448, C3 1.501, H6 1.111, H7 1.083
3 C 9.004 5.909 10.533  C2 1.501, O4 1.445, H8 1.094, H9 1.056
4 O 8.832 4.873 9.540  C3 1.445, H10 0.981
5 H 6.805 6.372 9.069  O1 0.950
6 H 7.708 7.066 11.769  C2 1.111
7 H 7.052 5.469 11.334  C2 1.083
8 H 9.569 5.526 11.388  C3 1.094
9 H 9.541 6.761 10.213  C3 1.056
10 H 9.543 5.019 8.881  O4 0.981
11 O 11.918 7.245 5.059  C12 1.392, H15 0.930
12 C 10.672 7.376 5.665  O11 1.392, C13 1.536, H16 1.097, H17 1.074
13 C 10.735 7.343 7.200  C12 1.536, O14 1.444, H18 1.094, H19 1.076
14 O 10.882 6.011 7.738  C13 1.444, H20 1.000
15 H 11.961 6.375 4.732  O11 0.930
16 H 10.310 8.390 5.457  C12 1.097
17 H 10.020 6.582 5.350  C12 1.074
18 H 9.826 7.791 7.611  C13 1.094
19 H 11.543 7.999 7.473  C13 1.076
20 H 11.776 5.847 8.153  O14 1.000
21 O 6.865 10.002 9.464  C22 1.441, H25 0.967
22 C 7.795 10.427 8.448  O21 1.441, C23 1.530, H26 1.104, H27 1.090
23 C 9.194 10.514 9.062  C22 1.530, O24 1.395, H28 1.110, H29 1.115
24 O 10.184 10.803 8.123  C23 1.395, H30 0.996
25 H 6.750 9.043 9.426  O21 0.967
26 H 7.765 9.713 7.607  C22 1.104
27 H 7.411 11.421 8.220  C22 1.090
28 H 9.413 9.513 9.490  C23 1.110
29 H 9.089 11.245 9.897  C23 1.115
30 H 10.381 11.778 8.093  O24 0.996
31 C 13.145 5.613 10.517  O32 1.468, H33 1.107, H34 1.107, H35 1.093
32 O 13.139 6.124 9.141  C31 1.468, H36 0.986
33 H 13.577 6.373 11.196  C31 1.107
34 H 12.146 5.325 10.897  C31 1.107
35 H 13.697 4.675 10.417  C31 1.093
36 H 13.028 7.099 9.243  O32 0.986
37 C 12.039 13.564 6.886  O38 1.472, H39 1.096, H40 1.088, H41 1.075
38 O 11.005 13.448 7.927  C37 1.472, H42 0.960
39 H 12.402 14.598 6.845  C37 1.096
40 H 12.926 12.942 6.992  C37 1.088
41 H 11.484 13.243 6.023  C37 1.075
42 H 11.358 13.546 8.814  O38 0.960
43 C 15.284 8.661 6.377  O44 1.433, H45 1.129, H46 1.093, H47 1.064
44 O 13.937 9.078 6.121  C43 1.433, H48 0.969
45 H 15.685 7.948 5.599  C43 1.129
46 H 15.874 9.580 6.329  C43 1.093
47 H 15.246 8.199 7.334  C43 1.064
48 H 13.404 8.305 5.882  O44 0.969
49 C 13.109 10.175 9.246  O50 1.448, H51 1.078, H52 1.091, H53 1.114
50 O 12.037 9.344 9.753  C49 1.448, H54 0.944
51 H 14.017 9.868 9.739  C49 1.078
52 H 13.200 10.015 8.170  C49 1.091
53 H 12.915 11.237 9.520  C49 1.114
54 H 11.318 9.685 9.247  O50 0.944


4.
This record from OMol25 describes 12 unconnected molecules or ions with the total composition H24O12. The level of theory is ωB97M-V/def2-TZVPD.

Computed properties:
- net charge = 0
- structure (SMILES) = O.O.O.O.O.O.O.O.O.O.O.O
- HOMO (eV) = -10.5
- spin multiplicity = 1
- energy above the lowest of the compared OMol25 structures with the same formula, charge and spin (kcal/mol) = 109.8

Last columns: bonded neighbours and bond lengths (Å).
Positions of all 36 atoms, in Å:
1 O 0.363 -0.958 0.262  H2 0.967, H3 0.993
2 H 0.183 -0.903 -0.686  O1 0.967
3 H 0.605 -0.012 0.443  O1 0.993
4 O -2.469 0.450 -2.577  H5 0.943, H6 1.034
5 H -2.924 -0.363 -2.429  O4 0.943
6 H -3.042 1.047 -3.197  O4 1.034
7 O -0.065 -2.014 2.616  H8 1.031, H9 0.962
8 H 0.409 -1.277 3.159  O7 1.031
9 H -0.723 -2.159 3.303  O7 0.962
10 O -0.332 0.722 5.011  H11 0.960, H12 1.015
11 H -0.491 0.645 4.067  O10 0.960
12 H 0.170 1.594 5.139  O10 1.015
13 O -0.707 -3.117 -3.576  H14 1.014, H15 0.914
14 H -0.183 -3.664 -4.250  O13 1.014
15 H -0.504 -3.602 -2.827  O13 0.914
16 O -3.082 1.399 2.194  H17 0.980, H18 0.926
17 H -3.851 1.246 1.607  O16 0.980
18 H -2.615 2.055 1.736  O16 0.926
19 O 2.553 1.621 -0.354  H20 0.985, H21 0.910
20 H 3.111 1.367 0.417  O19 0.985
21 H 2.579 2.530 -0.389  O19 0.910
22 O -0.320 -5.012 1.757  H23 0.955, H24 0.972
23 H -0.935 -4.606 1.149  O22 0.955
24 H -0.783 -5.149 2.601  O22 0.972
25 O -1.076 4.597 -0.016  H26 0.928, H27 0.942
26 H -1.579 5.054 -0.648  O25 0.928
27 H -1.140 3.731 -0.381  O25 0.942
28 O -0.371 2.095 -3.341  H29 0.970, H30 1.013
29 H 0.249 1.354 -3.251  O28 0.970
30 H 0.225 2.563 -4.014  O28 1.013
31 O 2.923 -0.128 -3.459  H32 1.017, H33 0.969
32 H 1.946 -0.243 -3.720  O31 1.017
33 H 2.811 0.835 -3.467  O31 0.969
34 O 2.780 -0.023 1.677  H35 1.021, H36 0.979
35 H 1.900 0.485 1.571  O34 1.021
36 H 3.009 0.422 2.518  O34 0.979


5.
This record from OMol25 describes C7H9P in the gas phase. The level of theory is ωB97M-V/def2-TZVPD.

Computed properties:
- net charge = 0
- structure (SMILES) = C1=[PH]=C2CCCC2=C1
- HOMO (eV) = -8.4
- spin multiplicity = 1
- energy above the lowest of the compared OMol25 structures with the same formula, charge and spin (kcal/mol) = 27.8

Last columns: bonded neighbours and bond lengths (Å).
Positions of all 17 atoms, in Å:
1 C -2.029 1.669 -0.414  P2 1.751, C8 1.363, H9 1.053
2 P -2.207 0.765 1.075  C1 1.751, C3 2.049, H10 1.501
3 C -0.369 -0.063 0.715  P2 2.049, C4 1.466, C7 1.311
4 C 0.510 -1.109 1.247  C3 1.466, C5 1.567, H11 1.077, H12 1.159
5 C 1.280 -1.538 -0.049  C4 1.567, C6 1.483, H13 1.036, H14 1.119
6 C 1.225 -0.293 -0.852  C5 1.483, C7 1.579, H15 1.038, H16 1.170
7 C -0.133 0.421 -0.481  C3 1.311, C6 1.579, C8 1.397
8 C -0.921 1.364 -1.147  C1 1.363, C7 1.397, H17 1.047
9 H -2.808 2.287 -0.761  C1 1.053
10 H -1.590 1.683 2.090  P2 1.501
11 H 1.300 -0.721 1.867  C4 1.077
12 H 0.049 -2.074 1.695  C4 1.159
13 H 0.849 -2.284 -0.625  C5 1.036
14 H 2.273 -1.971 0.232  C5 1.119
15 H 1.283 -0.328 -1.888  C6 1.038
16 H 2.008 0.531 -0.574  C6 1.170
17 H -0.720 1.661 -2.131  C8 1.047


6.
This record from OMol25 describes 7 unconnected molecules or ions with the total composition C17H49N2O9. The level of theory is ωB97M-V/def2-TZVPD.

Computed properties:
- net charge = -1
- HOMO (eV) = -5.4
- spin multiplicity = 1
- energy above the lowest of the compared OMol25 structures with the same formula, charge and spin (kcal/mol) = 50.2

Last columns: bonded neighbours and bond lengths (Å).
Positions of all 77 atoms, in Å:
1 C 1.306 -0.303 -0.716  O2 1.459, H3 1.004, H4 1.033, H5 0.992
2 O 2.503 -0.916 -0.148  C1 1.459
3 H 1.228 0.258 -1.545  C1 1.004
4 H 1.081 0.411 -0.004  C1 1.033
5 H 0.631 -0.863 -1.179  C1 0.992
6 C 1.783 2.201 1.703  O7 1.370, H8 1.131, H9 1.116, H10 1.043
7 O 2.607 1.115 1.833  C6 1.370, H11 1.054
8 H 1.771 2.931 2.567  C6 1.131
9 H 0.740 1.830 1.564  C6 1.116
10 H 1.854 2.715 0.798  C6 1.043
11 H 2.199 0.417 1.157  O7 1.054
12 C 5.626 -0.090 0.057  O13 1.364, H14 0.937, H15 1.009, H16 1.314
13 O 5.000 -1.023 0.828  C12 1.364, H17 1.007
14 H 5.290 -0.028 -0.815  C12 0.937
15 H 6.561 -0.311 -0.252  C12 1.009
16 H 5.408 1.063 0.647  C12 1.314
17 H 4.011 -0.915 0.673  O13 1.007
18 C 2.484 -4.234 0.347  O19 1.314, H20 1.054, H21 1.029, H22 1.141
19 O 1.507 -3.369 0.495  C18 1.314, H23 1.065
20 H 3.187 -4.464 1.098  C18 1.054
21 H 3.204 -3.849 -0.279  C18 1.029
22 H 2.277 -5.198 -0.228  C18 1.141
23 H 1.695 -2.419 0.051  O19 1.065
24 C 4.444 -2.052 -2.986  O25 1.322, H26 1.282, H27 1.022, H28 1.114
25 O 3.458 -1.173 -2.944  C24 1.322, H29 0.959
26 H 5.411 -1.624 -2.260  C24 1.282
27 H 4.877 -2.043 -3.912  C24 1.022
28 H 3.909 -2.963 -2.635  C24 1.114
29 H 3.092 -1.022 -2.071  O25 0.959
30 C 2.882 -4.188 4.118  O31 1.432, H39 1.241, H40 1.028, H41 1.064
31 O 1.881 -3.465 3.393  C30 1.432, C32 1.440
32 C 1.956 -2.050 3.651  O31 1.440, C33 1.546, H42 1.152, H43 1.187
33 C 0.694 -1.368 3.073  C32 1.546, N34 1.473, H44 1.102, H45 1.176
34 N -0.429 -2.158 3.604  C33 1.473, C35 1.350, H46 1.224
35 C -1.643 -1.860 3.093  N34 1.350, C36 1.495, H47 1.146, H48 1.109
36 C -1.814 -1.985 1.613  C35 1.495, O37 1.440, H49 1.153, H50 0.951
37 O -1.603 -3.387 1.362  C36 1.440, C38 1.460
38 C -1.706 -3.677 -0.065  O37 1.460, H51 1.210, H52 1.138, H53 1.075
39 H 2.751 -5.410 3.946  C30 1.241
40 H 3.003 -3.848 5.081  C30 1.028
41 H 3.857 -3.962 3.757  C30 1.064
42 H 2.966 -1.582 3.358  C32 1.152
43 H 1.992 -2.160 4.832  C32 1.187
44 H 0.646 -1.328 1.973  C33 1.102
45 H 0.577 -0.298 3.547  C33 1.176
46 H -0.428 -1.998 4.818  N34 1.224
47 H -1.788 -0.724 3.073  C35 1.146
48 H -2.500 -2.292 3.648  C35 1.109
49 H -1.166 -1.265 0.987  C36 1.153
50 H -2.752 -1.863 1.522  C36 0.951
51 H -1.632 -4.877 -0.202  C38 1.210
52 H -0.822 -3.394 -0.724  C38 1.138
53 H -2.748 -3.658 -0.329  C38 1.075
54 C -8.383 3.214 -2.122  O55 1.364, H63 1.161, H64 1.055, H65 1.054
55 O -7.133 3.289 -2.662  C54 1.364, C56 1.474
56 C -6.159 4.025 -1.836  O55 1.474, C57 1.537, H66 1.080, H67 1.177
57 C -4.811 4.005 -2.574  C56 1.537, N58 1.503, H68 1.237, H69 1.029
58 N -3.856 4.601 -1.578  C57 1.503, C59 1.548, H70 1.097
59 C -2.428 4.792 -2.148  N58 1.548, C60 1.490, H71 0.965, H72 1.035
60 C -1.643 3.537 -2.319  C59 1.490, O61 1.419, H73 1.155, H74 1.107
61 O -0.566 3.805 -3.202  C60 1.419, C62 1.421
62 C 0.519 2.890 -3.144  O61 1.421, H75 1.039, H76 1.204, H77 1.159
63 H -8.798 4.206 -1.684  C54 1.161
64 H -8.443 2.767 -1.169  C54 1.055
65 H -9.122 2.720 -2.689  C54 1.054
66 H -6.061 3.414 -0.951  C56 1.080
67 H -6.390 5.157 -1.611  C56 1.177
68 H -4.624 4.762 -3.534  C57 1.237
69 H -4.538 3.069 -2.904  C57 1.029
70 H -3.548 3.981 -0.728  N58 1.097
71 H -1.795 5.390 -1.733  C59 0.965
72 H -2.602 5.262 -3.054  C59 1.035
73 H -2.024 2.489 -2.622  C60 1.155
74 H -1.346 3.331 -1.273  C60 1.107
75 H 1.089 3.350 -3.880  C62 1.039
76 H 0.297 1.744 -3.444  C62 1.204
77 H 1.045 2.919 -2.112  C62 1.159